No. 1
ORCA calculation (ωB97M-V with the def2-TZVPD basis set) on a 3-piece molecular cluster, C33H25BO7 overall.

Positions of all 66 atoms, in Å:
1 O 1.2921 6.1278 0.9025
2 C 0.8511 5.4563 1.8172
3 C 1.2801 5.7128 3.2141
4 C 2.1782 6.7441 3.4796
5 C 2.5545 7.0165 4.7874
6 C 2.0347 6.2613 5.8356
7 C 1.1531 5.2218 5.5734
8 C 0.7780 4.9406 4.2620
9 C -0.1507 3.8162 3.9910
10 O -0.5452 3.1095 4.8997
11 C -0.5947 3.5729 2.5981
12 C -1.4944 2.5431 2.3338
13 C -1.9437 2.3262 1.0366
14 C -1.4969 3.1384 -0.0050
15 C -0.5855 4.1591 0.2575
16 C -0.1289 4.3756 1.5557
17 H 2.5816 7.3385 2.6679
18 H 3.2503 7.8225 4.9926
19 H 2.3197 6.4831 6.8580
20 H 0.7554 4.6336 6.3925
21 H -1.8503 1.9102 3.1390
22 H -2.6452 1.5268 0.8384
23 H -1.8673 2.9738 -1.0680
24 H -0.2357 4.7882 -0.5546
25 O 1.2596 -6.1275 -3.4551
26 C 1.6417 -5.7271 -2.3712
27 C 3.0504 -5.9220 -1.9498
28 C 3.9458 -6.5502 -2.8126
29 C 5.2748 -6.7015 -2.4427
30 C 5.7158 -6.2252 -1.2107
31 C 4.8229 -5.6143 -0.3411
32 C 3.4869 -5.4664 -0.7052
33 C 2.5372 -4.8284 0.2383
34 O 2.9056 -4.4805 1.3439
35 C 1.1341 -4.6156 -0.1908
36 C 0.2395 -3.9847 0.6719
37 C -1.0668 -3.7509 0.2671
38 C -1.4852 -4.1460 -1.0013
39 C -0.6016 -4.7873 -1.8581
40 C 0.7098 -5.0290 -1.4540
41 H 3.6090 -6.9180 -3.7750
42 H 5.9713 -7.1868 -3.1173
43 H 6.7570 -6.3329 -0.9281
44 H 5.1702 -5.2499 0.6189
45 H 0.5616 -3.6712 1.6583
46 H -1.7600 -3.2565 0.9374
47 H -2.5043 -3.9543 -1.3202
48 H -0.9350 -5.0952 -2.8430
49 C -2.6729 2.8331 -2.4323
50 B -3.7621 2.0428 -3.3444
51 C -4.9341 1.0771 -2.7666
52 C -4.4367 0.3221 -1.4860
53 O -4.3035 0.8731 -0.4218
54 O -4.0642 -1.0768 -1.5144
55 C -2.6210 -1.0301 -1.4926
56 C -1.9386 -0.9316 -2.9202
57 O -1.9907 -1.0401 -0.4757
58 H -3.1159 3.6642 -1.8072
59 H -2.1516 2.0948 -1.7583
60 H -1.8774 3.3012 -3.0830
61 H -3.6495 2.1704 -4.5270
62 H -5.8877 1.6087 -2.4844
63 H -5.2061 0.3690 -3.6180
64 H -1.5434 0.1242 -3.0750
65 H -1.0542 -1.6204 -3.0139
66 H -2.7223 -1.1363 -3.7154

Output
* maximum force: 5.0 eV Å⁻¹
* Kohn-Sham gap: 8.5 eV
* HOMO energy: -9.432 eV
* SMILES string: O=C1c2ccccc2C(=O)c2ccccc21.O=C1c2ccccc2C(=O)c2ccccc21.CBCC(=O)OC(C)=O

No. 2
ORCA calculation (ωB97M-V with the def2-TZVPD basis set) on a 4-piece molecular cluster, C26H55B3INO13 overall.

Positions of all 99 atoms, in Å:
1 C 0.6451 -0.1145 1.4970
2 O 0.1595 -0.6975 0.3003
3 C -0.1627 -2.0686 0.4387
4 C 1.0581 -2.9866 0.3787
5 C 1.5151 -3.2563 -1.0656
6 C 3.0088 -3.0005 -1.2766
7 C 3.3900 -1.5269 -1.3663
8 C 3.1406 -0.9313 -2.7593
9 B 1.7777 -0.1848 -2.8796
10 O 1.4009 0.7186 -1.9063
11 B 0.1178 1.2419 -1.9504
12 C -0.3600 2.1466 -0.7626
13 C -1.8347 2.5357 -0.8202
14 C -2.7396 1.4869 -0.1591
15 I -3.5086 2.1597 1.7333
16 O -0.7144 0.9487 -3.0029
17 B -0.3874 -0.2153 -3.6829
18 C -1.4500 -1.3071 -4.0241
19 C -2.4299 -1.4559 -2.8485
20 C -3.4478 -2.5876 -2.9980
21 C -2.8596 -3.8908 -3.5305
22 N -1.6790 -4.2660 -2.7494
23 O 0.9552 -0.4094 -3.9712
24 H 0.0143 -0.3967 2.3425
25 H 1.6505 -0.4816 1.7142
26 H 0.6592 0.9598 1.3564
27 H -0.7418 -2.2261 1.3543
28 H -0.8182 -2.3155 -0.3981
29 H 0.7608 -3.9214 0.8539
30 H 1.8855 -2.5725 0.9519
31 H 1.3495 -4.3155 -1.2634
32 H 0.8964 -2.7009 -1.7723
33 H 3.5219 -3.4201 -0.4085
34 H 3.3764 -3.5324 -2.1528
35 H 2.9035 -0.9502 -0.5790
36 H 4.4594 -1.4771 -1.1568
37 H 3.9278 -0.2000 -2.9679
38 H 3.2309 -1.7030 -3.5209
39 H 0.2460 3.0546 -0.8103
40 H -0.1079 1.6124 0.1540
41 H -1.9542 3.4711 -0.2778
42 H -2.1805 2.7430 -1.8299
43 H -2.2104 0.5699 0.0708
44 H -3.5990 1.2941 -0.7885
45 H -0.9039 -2.2303 -4.2017
46 H -2.0090 -1.0513 -4.9278
47 H -1.8527 -1.5868 -1.9298
48 H -2.9677 -0.5149 -2.7343
49 H -3.8456 -2.8153 -2.0065
50 H -4.2620 -2.2800 -3.6515
51 H -3.6450 -4.6472 -3.4599
52 H -2.5759 -3.7614 -4.5734
53 H -1.4519 -5.2429 -2.8632
54 H -1.8282 -4.0734 -1.7681
55 C 2.0892 3.6881 -3.2025
56 C 3.0627 3.2158 -4.2587
57 O 3.4885 4.2883 -5.1147
58 C 4.4344 5.0764 -4.6093
59 O 4.9667 4.9534 -3.5364
60 O 4.7007 6.0288 -5.5039
61 C 5.6741 6.9843 -5.0761
62 H 1.2474 4.2076 -3.6642
63 H 1.7205 2.8296 -2.6407
64 H 2.5660 4.3791 -2.5074
65 H 2.5853 2.4965 -4.9229
66 H 3.9321 2.7344 -3.8113
67 H 6.5816 6.4903 -4.7373
68 H 5.2694 7.6048 -4.2784
69 H 5.8934 7.6008 -5.9426
70 C -6.6785 1.8136 3.7784
71 C -6.4656 0.3170 3.7714
72 O -6.9623 -0.2990 4.9725
73 C -8.2768 -0.4970 5.0100
74 O -9.0638 -0.2373 4.1366
75 O -8.5789 -1.0465 6.1881
76 C -9.9751 -1.2757 6.3904
77 H -6.2506 2.2565 4.6794
78 H -6.2072 2.2639 2.9062
79 H -7.7399 2.0598 3.7617
80 H -5.4029 0.0845 3.7500
81 H -6.9255 -0.1473 2.8999
82 H -10.4003 -1.8419 5.5650
83 H -10.5016 -0.3291 6.5007
84 H -10.0574 -1.8483 7.3093
85 C 5.1462 -2.2486 6.5603
86 C 4.6372 -2.5099 5.1598
87 O 3.9994 -1.3501 4.6010
88 C 4.8267 -0.4232 4.1186
89 O 6.0278 -0.4870 4.0900
90 O 4.0888 0.5897 3.6643
91 C 4.8467 1.6920 3.1556
92 H 4.3416 -1.8713 7.1924
93 H 5.5348 -3.1682 6.9973
94 H 5.9434 -1.5067 6.5523
95 H 3.8667 -3.2784 5.1706
96 H 5.4365 -2.8452 4.5000
97 H 5.5699 1.3584 2.4155
98 H 5.3550 2.2073 3.9687
99 H 4.1299 2.3622 2.6908

Output
* maximum force: 1.0 eV Å⁻¹
* Kohn-Sham gap: 9.9 eV
* HOMO energy: -9.389 eV
* SMILES string: COCCCCCCB1OB(CCCI)OB(CCCCN)O1.CCOC(=O)OC.CCOC(=O)OC.CCOC(=O)OC

No. 3
ORCA calculation (ωB97M-V with the def2-TZVPD basis set) on a 2-piece molecular cluster, C10H11F3O5PS overall.

Positions of all 31 atoms, in Å:
1 C 0.7496 0.3837 -1.6193
2 C -0.2143 -0.3730 -0.5657
3 C -1.6941 0.1503 -0.4153
4 C -2.6571 -0.5103 0.6009
5 C -2.1603 -1.7076 1.4513
6 C -0.6936 -2.2210 1.2899
7 C 0.3347 -1.5731 0.2827
8 C 1.8271 -2.1281 0.2152
9 P 2.2210 -3.1643 -1.3094
10 C 3.5731 -2.2597 -2.3072
11 O 4.2379 -1.3517 -1.6961
12 O 3.8995 -2.5437 -3.6084
13 H 0.4614 0.1640 -2.7155
14 H 0.6012 1.5048 -1.4679
15 H 1.8146 0.0166 -1.4313
16 H -2.0797 1.0513 -1.0226
17 H -3.7140 -0.1010 0.7252
18 H -2.8668 -2.1904 2.2105
19 H -0.3974 -3.0950 1.9832
20 H 2.5268 -1.2081 0.2267
21 H 2.0922 -2.7298 1.1678
22 H 1.0862 -3.5528 -2.0860
23 H 2.8462 -4.3918 -0.8533
24 C -1.2429 4.6416 0.8426
25 F -0.0868 5.2392 1.2263
26 F -2.1743 5.6280 0.7965
27 F -1.0507 4.2503 -0.4450
28 S -1.7337 3.2353 1.9590
29 O -1.8941 3.8344 3.2795
30 O -0.6296 2.2833 1.8848
31 O -2.9819 2.7188 1.4011

Output
* maximum force: 8.3 eV Å⁻¹
* Kohn-Sham gap: 7.9 eV
* HOMO energy: -5.905 eV
* net charge: -1